ORCA calculation (ωB97M-V with the def2-TZVPD basis set) on a cluster of 2 separate species, FI2PS in total in a non-equilibrium geometry.

- HOMO energy (spin up / spin down) (eV) = -10.0 / -9.9
- E (Ha) = -1434.74076
- gap between HOMO and LUMO (spin up / spin down) (hartree) = 0.2618 / 0.2608

Element x y z (Å)
F: 1.46582 -1.31313 -1.06872
P: -0.12941 0.43907 0.14388
S: 0.53788 2.24223 0.16715
I: 0.21176 -1.04131 1.91235
I: -2.08605 -0.32686 -1.15465

---

ORCA calculation (ωB97M-V with the def2-TZVPD basis set) on a structure of composition C8H25BrFe2O5 in a non-equilibrium geometry.

- charge = +3
- <S²> = 24.765
- HOMO energy (spin up / spin down) (eV) = -20.4 / -20.4
- E (Ha) = -5796.28504
- multiplicity = 10
- gap between HOMO and LUMO (spin up / spin down) (hartree) = 0.3205 / 0.2157

Element x y z (Å)
Fe: -1.36670 -0.15329 -0.09255
Fe: 1.58854 2.23564 -1.15543
O: 0.34624 0.72585 -0.71417
H: 1.09292 0.16878 -0.41976
Br: 3.67018 0.67750 -0.22347
C: -3.41388 2.10794 2.17079
C: -3.34308 2.27280 0.65660
O: -2.10902 1.83390 0.23923
H: -2.66394 2.74560 2.63883
H: -3.13765 1.08554 2.42862
H: -4.38206 2.40104 2.57677
H: -3.29280 3.34326 0.45740
H: -4.17390 1.76422 0.16754
H: -1.69377 2.55749 -0.23573
C: -0.18622 0.64090 4.02001
C: 0.44554 0.17243 2.67180
O: -0.63567 -0.15757 1.87032
H: 0.59090 0.96289 4.71319
H: -0.77697 -0.14440 4.49162
H: -0.76454 1.56356 3.97145
H: 1.03723 -0.71812 2.88370
H: 1.09768 0.84527 2.11493
H: -1.29738 -0.54112 2.45052
C: 2.40467 -0.64915 -3.77769
C: 1.51034 0.63632 -3.86046
O: 2.08398 1.72968 -3.20879
H: 1.99814 -1.55488 -4.22768
H: 2.63256 -0.89285 -2.74002
H: 3.33501 -0.42452 -4.29934
H: 0.53176 0.34930 -3.47565
H: 1.22076 1.01474 -4.84080
H: 2.88748 1.97399 -3.67387
C: 0.86683 -3.95561 -0.03613
C: 0.66087 -2.52568 -0.51864
O: -0.71342 -2.21288 -0.64718
H: 0.49283 -3.99695 0.98687
H: 1.92858 -4.19893 0.00390
H: 0.43753 -4.66427 -0.74436
H: 1.00866 -2.31343 -1.52962
H: 1.24064 -1.82861 0.08639
H: -1.15887 -2.87637 -1.17913

---

ORCA calculation (ωB97M-V with the def2-TZVPD basis set) on a cluster of 8 separate species, C19H29BCl14FN2O2 in total in a non-equilibrium geometry.

- charge = +1
- HOMO energy (eV) = -11.1
- E (Ha) = -7568.46060
- gap between HOMO and LUMO (hartree) = 0.2952

Element x y z (Å)
C: -0.04020 2.80543 3.03081
C: 0.10362 1.45206 2.22123
C: -0.38341 1.43229 0.83561
C: -0.22681 0.18982 0.06376
C: 0.39446 -0.97480 0.70492
C: 0.57893 -2.27020 -0.17322
C: 2.07921 -2.46682 -0.57378
C: 3.06099 -1.44129 -0.86073
C: 2.98466 0.09146 -0.84995
B: 2.54191 0.73696 -2.28795
O: 3.57539 1.21721 -3.14886
O: 1.21020 0.84757 -2.70005
N: 4.26766 -2.07083 -1.20057
C: 4.14562 -3.43101 -1.13597
N: 2.84371 -3.62854 -0.76037
F: 2.38044 -4.87843 -0.60016
C: 0.87176 -0.98591 2.08603
C: 0.70501 0.27767 2.85555
H: 0.99335 3.23667 3.16959
H: -0.65697 3.50744 2.42289
H: -0.50074 2.63207 4.03685
H: -0.85072 2.30680 0.32955
H: -0.56747 0.17927 -0.99754
H: 0.24698 -3.18377 0.39839
H: -0.02387 -2.22611 -1.11881
H: 2.39571 0.51597 0.00281
H: 4.04553 0.45628 -0.69415
H: 3.98093 0.43492 -3.56826
H: 0.88966 -0.01279 -3.03415
H: 5.06514 -1.47956 -1.42751
H: 4.94951 -4.16605 -1.32461
H: 1.34888 -1.89697 2.50637
H: 1.07857 0.27750 3.90110
C: 5.17126 3.40314 0.41432
Cl: 3.86917 2.69703 1.38260
Cl: 6.75793 2.97970 1.06520
H: 5.09663 3.02828 -0.60352
H: 5.06532 4.48439 0.41807
C: -1.43681 -1.59026 -4.07808
Cl: -2.70621 -2.29436 -3.07806
Cl: 0.17453 -2.00328 -3.45505
H: -1.53080 -1.97321 -5.09085
H: -1.54710 -0.50877 -4.07954
C: -3.53227 -5.74246 -3.68149
Cl: -4.88646 -6.78415 -3.23118
Cl: -3.68464 -5.17504 -5.34693
H: -3.51455 -4.88318 -3.01803
H: -2.60738 -6.30484 -3.58408
C: 1.12930 6.58007 3.99766
Cl: 2.00571 5.05517 4.20114
Cl: -0.28490 6.39479 2.94973
H: 0.79818 6.92619 4.97266
H: 1.79992 7.31047 3.55392
C: -1.02830 -2.67709 5.42691
Cl: -0.73368 -1.82267 3.90102
Cl: 0.45434 -3.42083 6.03756
H: -1.39560 -1.96694 6.16275
H: -1.76995 -3.45400 5.26127
C: -7.20878 -3.16453 -4.35141
Cl: -7.47304 -4.08555 -5.83500
Cl: -5.51985 -2.65690 -4.20095
H: -7.84133 -2.28133 -4.36732
H: -7.46508 -3.78789 -3.49913
C: -3.88713 6.17456 1.99399
Cl: -3.04175 4.63150 2.18216
Cl: -5.29407 6.01267 0.93877
H: -4.21692 6.51549 2.97143
H: -3.20334 6.89953 1.56060

---

ORCA calculation (ωB97M-V with the def2-TZVPD basis set) on an isolated molecule of C4H6O2.

- HOMO energy (eV) = -9.8
- E (Ha) = -306.47174
- gap between HOMO and LUMO (hartree) = 0.3863
- SMILES = CC(=O)CC=O

Element x y z (Å)
C: 1.60971 0.30673 -0.66868
C: 0.32960 0.62138 0.05683
O: -0.17883 1.72079 -0.04041
C: -0.47218 -0.47086 0.73530
C: -1.77760 -0.47999 -0.09306
O: -2.46710 -1.42629 -0.36338
H: 1.33668 0.00198 -1.68786
H: 2.18558 -0.49878 -0.20955
H: 2.19980 1.22274 -0.74200
H: 0.04618 -1.42867 0.84331
H: -0.78328 -0.12443 1.73077
H: -1.98749 0.56350 -0.41469

---

ORCA calculation (ωB97M-V with the def2-TZVPD basis set) on a cluster of 2 separate species, C10H15NO2 in total in a non-equilibrium geometry.

- HOMO energy (eV) = -8.4
- E (Ha) = -595.29384
- gap between HOMO and LUMO (hartree) = 0.3361
- SMILES = Cc1ccc(O)cc1.CCC(N)=O

Element x y z (Å)
C: 1.02448 -2.58751 0.35533
C: 1.72863 -1.27145 0.51928
C: 1.01476 -0.10933 0.77139
C: 1.53787 1.16946 0.82028
C: 2.92083 1.28046 0.66102
O: 3.47605 2.52275 0.82896
C: 3.66424 0.15768 0.35074
C: 3.09441 -1.11168 0.28578
H: 1.65548 -3.38016 -0.04098
H: 0.21985 -2.48749 -0.37374
H: 0.58600 -2.90720 1.29806
H: -0.06585 -0.20149 0.82298
H: 0.92711 2.05353 0.90841
H: 4.33522 2.54908 0.40375
H: 4.74821 0.22221 0.29819
H: 3.74946 -1.94639 0.07102
C: -3.36439 1.96793 -0.85573
C: -2.23014 0.93937 -0.67617
C: -2.63728 -0.48149 -1.06163
N: -3.04387 -1.30261 -0.04901
O: -2.41108 -0.89335 -2.18332
H: -4.07447 1.69319 -1.62004
H: -2.89673 2.87844 -1.18067
H: -3.86920 2.19104 0.07233
H: -1.38612 1.15237 -1.31819
H: -1.86592 0.97016 0.35299
H: -3.47958 -2.18381 -0.27181
H: -3.35798 -0.88370 0.81078

---

ORCA calculation (ωB97M-V with the def2-TZVPD basis set) on a structure of composition C35H48BrFeNO4S4SbSe in a non-equilibrium geometry.

- charge = -2
- <S²> = 8.770
- HOMO energy (spin up / spin down) (eV) = -0.7 / -0.7
- E (Ha) = -9790.39277
- multiplicity = 6
- gap between HOMO and LUMO (spin up / spin down) (hartree) = 0.1647 / 0.1665

Element x y z (Å)
Fe: -0.46415 -0.37501 1.21923
S: -1.76270 1.54407 -0.25720
S: -2.80368 2.37064 1.32599
S: -2.77281 1.59186 2.95476
S: -2.33369 -0.45485 3.00649
C: 2.30340 -2.51213 3.51394
C: 1.63108 -2.09772 2.25758
O: 0.35246 -1.95084 2.23428
C: 2.51667 -1.90634 1.10463
C: 3.86443 -2.28992 1.24141
C: 4.75993 -2.16789 0.19288
C: 4.35188 -1.58580 -0.99707
C: 3.06069 -1.12077 -1.16373
C: 2.07164 -1.31493 -0.17448
O: 0.78290 -1.02709 -0.38895
H: 1.60349 -2.53654 4.36855
H: 3.10551 -1.76859 3.76382
H: 2.77288 -3.51918 3.42994
H: 4.23874 -2.66468 2.19865
H: 5.79362 -2.51156 0.31607
H: 5.04999 -1.43476 -1.82200
H: 2.76152 -0.61158 -2.07353
Br: 3.40189 4.50691 6.65869
C: 2.02686 4.15311 5.49267
C: 0.88251 4.93600 5.30846
N: -0.03696 4.58216 4.42665
C: 0.13775 3.45724 3.72083
C: 1.25366 2.63218 3.79297
C: 2.21312 2.98691 4.75389
C: 1.33558 1.43780 2.90478
O: 2.31998 0.67814 2.95152
O: 0.33268 1.30998 2.07098
H: 0.73045 5.85774 5.86188
H: -0.65738 3.24147 3.01813
H: 3.05471 2.33995 4.97021
C: -4.76226 -1.29982 1.05454
C: -4.35864 -1.60056 -0.38399
C: -4.55215 -0.36551 -1.28644
C: -5.12258 -2.83559 -0.87619
Sb: -2.11986 -2.03892 -0.34649
C: -1.73813 -4.16171 0.61907
C: -2.64278 -5.16611 -0.06937
C: -2.10802 -4.04142 2.09681
C: -0.26894 -4.57468 0.44214
C: -1.38287 -2.10747 -2.63451
C: -1.05653 -0.67668 -3.06892
C: -2.60179 -2.71279 -3.30364
C: -0.17230 -3.00989 -2.67434
H: -5.87730 -1.23434 1.09699
H: -4.32154 -0.34695 1.40581
H: -4.42816 -2.06822 1.76989
H: -5.64232 -0.12468 -1.38588
H: -4.18176 -0.51697 -2.31125
H: -4.02857 0.52797 -0.87564
H: -6.13679 -2.52103 -1.21911
H: -5.22078 -3.57366 -0.06023
H: -4.62871 -3.34199 -1.73174
H: -3.72331 -4.97127 0.09939
H: -2.37953 -6.20460 0.29274
H: -2.46217 -5.18694 -1.17288
H: -3.06801 -3.52817 2.25305
H: -1.33084 -3.43681 2.60044
H: -2.15582 -5.03512 2.59614
H: -0.06233 -4.92215 -0.58602
H: -0.02663 -5.42972 1.10481
H: 0.40608 -3.73518 0.69335
H: -1.91540 -0.00420 -2.79643
H: -0.87362 -0.62820 -4.17121
H: -0.15909 -0.31856 -2.52241
H: -3.49943 -2.06171 -3.21903
H: -2.86018 -3.69872 -2.84584
H: -2.40914 -2.87577 -4.38409
H: 0.60254 -2.59916 -1.99516
H: 0.24283 -3.09363 -3.69358
H: -0.44612 -4.02605 -2.34668
C: 3.14943 6.74901 -3.95042
C: 2.64593 5.63882 -3.10673
C: 1.36680 5.11176 -3.31778
C: 0.88872 4.08241 -2.55395
C: -0.52788 3.58583 -2.73755
C: 1.72808 3.51308 -1.58140
Se: 1.14246 2.04352 -0.61943
C: 3.01741 4.02279 -1.31709
C: 3.88679 3.43896 -0.25819
C: 3.46298 5.06867 -2.11707
H: 2.35009 7.08864 -4.65577
H: 4.04998 6.49909 -4.56136
H: 3.49282 7.59821 -3.30643
H: 0.73165 5.54452 -4.09185
H: -1.02627 4.19233 -3.53199
H: -1.08315 3.73435 -1.77334
H: -0.53374 2.50958 -2.96732
H: 3.30108 2.91904 0.51454
H: 4.44008 4.26177 0.21023
H: 4.62868 2.74104 -0.67774
H: 4.48242 5.42754 -1.94641

---

Question: Which formula does entry 4 have?
Answer: C4H6O2

---

Question: Which of these has the lowest E?
Answer: C35H48BrFeNO4S4SbSe